(1)
# C21H23BrF4N3O5PdS

A molecular structure, C21H23BrF4N3O5PdS (ωB97M-V with the def2-TZVPD basis set, the OMol25 dataset).

CARTESIAN COORDINATES (ANGSTROEM)
Pd: -0.209 -0.888 -0.227
C: -1.017 0.321 3.396
N: 0.207 -0.316 2.819
C: 0.517 -1.584 3.542
C: 2.609 0.033 1.954
C: 2.509 -1.096 0.911
N: 1.881 -0.691 -0.353
C: 2.585 -0.461 -1.468
C: 1.890 0.137 -2.569
F: 0.598 0.435 -2.461
C: 2.519 0.441 -3.752
F: 1.805 1.003 -4.725
C: 3.863 0.177 -3.941
C: 4.567 -0.407 -2.901
F: 5.860 -0.684 -3.053
C: 3.973 -0.720 -1.704
F: 4.750 -1.297 -0.784
H: -0.754 0.755 4.358
H: -1.768 -0.455 3.517
H: -1.366 1.073 2.698
H: 0.293 -1.455 4.597
H: 1.565 -1.843 3.427
H: -0.108 -2.372 3.125
H: 3.322 -0.337 2.693
H: 3.102 0.877 1.469
H: 1.938 -1.950 1.278
H: 3.529 -1.435 0.781
H: 4.353 0.417 -4.875
Br: 2.608 2.286 6.478
C: 1.957 2.108 4.720
C: 1.873 0.884 4.169
C: 1.406 0.664 2.755
C: 0.980 1.950 2.082
C: 1.141 3.156 2.693
C: 1.600 3.285 4.012
C: 0.429 1.927 0.675
O: 0.908 2.675 -0.156
O: -0.549 1.096 0.501
H: 2.228 0.024 4.721
H: -0.033 -0.534 1.837
H: 0.897 4.042 2.120
H: 1.694 4.253 4.483
O: -0.664 -4.354 0.719
N: -0.637 -3.882 -0.355
O: 0.074 -3.098 -0.920
O: -2.331 -1.210 0.089
S: -3.011 -0.193 -0.868
C: -2.688 -0.826 -2.549
C: -3.809 -1.810 -2.944
C: -4.619 -2.121 -1.682
C: -4.709 -0.785 -0.959
H: -1.701 -1.283 -2.492
H: -2.618 0.040 -3.207
H: -3.398 -2.709 -3.400
H: -4.453 -1.335 -3.685
H: -4.093 -2.833 -1.048
H: -5.602 -2.532 -1.907
H: -5.112 -0.806 0.052
H: -5.249 -0.041 -1.553

## Properties
Spin multiplicity: 5
Total charge: +1
LUMO (spin up / spin down) (eV): -3.123 / -5.067
Orbital gap (spin up / spin down) (eV): 7.3586 / 6.5451


(2)
# C36H51BrN3OP2Sn

A molecular structure, C36H51BrN3OP2Sn (ωB97M-V with the def2-TZVPD basis set, the OMol25 dataset).

CARTESIAN COORDINATES (ANGSTROEM)
C: 1.950 -1.865 -1.682
C: 1.500 0.203 -2.682
C: 2.795 -2.231 -2.729
C: 2.331 -0.106 -3.758
C: 2.991 -1.340 -3.782
H: 3.246 -3.224 -2.717
H: 2.462 0.616 -4.568
H: 3.629 -1.611 -4.624
N: 1.418 -0.626 -1.621
P: -0.182 -2.584 0.058
P: 0.631 2.294 -0.887
C: 1.543 -2.838 -0.590
H: 1.619 -3.871 -0.963
H: 2.257 -2.764 0.248
C: 0.607 1.411 -2.612
H: 0.882 2.130 -3.388
C: -0.707 3.684 -0.999
C: 2.395 2.954 -0.556
C: -1.402 -3.227 -1.247
C: -0.309 -3.442 1.739
C: -2.049 3.246 -0.370
H: -2.028 3.283 0.727
H: -2.836 3.925 -0.741
H: -2.345 2.237 -0.673
C: -0.206 4.930 -0.253
H: -0.073 4.746 0.821
H: 0.725 5.327 -0.678
H: -0.972 5.714 -0.357
C: -1.007 4.044 -2.467
H: -1.484 5.036 -2.481
H: -0.120 4.092 -3.109
H: -1.727 3.342 -2.907
C: 2.434 3.549 0.879
H: 1.662 3.127 1.538
H: 3.407 3.340 1.347
H: 2.314 4.642 0.871
C: 3.398 1.782 -0.644
H: 3.025 0.894 -0.115
H: 3.610 1.491 -1.681
H: 4.345 2.072 -0.161
C: 2.716 4.010 -1.642
H: 1.929 4.128 -2.402
H: 2.910 4.996 -1.198
H: 3.634 3.724 -2.177
C: -1.749 -3.282 2.287
H: -1.726 -3.224 3.384
H: -2.264 -2.378 1.930
H: -2.366 -4.157 2.033
C: 0.708 -2.793 2.704
H: 1.728 -2.787 2.295
H: 0.431 -1.769 2.981
H: 0.736 -3.393 3.629
C: 0.028 -4.944 1.572
H: 0.608 -5.283 2.442
H: -0.886 -5.553 1.550
H: 0.619 -5.176 0.676
C: -1.186 -2.543 -2.625
H: -1.089 -3.305 -3.412
H: -2.034 -1.902 -2.893
H: -0.292 -1.916 -2.671
C: -2.840 -2.960 -0.748
H: -2.983 -1.920 -0.420
H: -3.549 -3.158 -1.567
H: -3.114 -3.626 0.079
C: -1.173 -4.737 -1.436
H: -0.144 -4.957 -1.752
H: -1.403 -5.319 -0.537
H: -1.845 -5.095 -2.231
Sn: -0.256 -0.011 -0.040
C: 1.942 0.079 1.520
O: 2.308 0.259 2.597
N: -1.489 0.427 -1.747
C: -0.862 0.930 -2.745
C: -1.567 1.026 -4.073
C: -2.971 0.965 -4.035
C: -0.906 1.154 -5.308
C: -3.716 1.098 -5.206
H: -3.444 0.809 -3.063
C: -1.655 1.261 -6.482
H: 0.185 1.151 -5.334
C: -3.057 1.242 -6.435
H: -4.805 1.085 -5.138
H: -1.146 1.359 -7.442
H: -3.641 1.334 -7.351
Br: -2.736 -0.214 5.788
C: -1.882 0.787 4.420
C: -1.735 2.167 4.538
C: -1.087 2.817 3.485
C: -0.668 2.086 2.370
N: -0.918 0.775 2.234
C: -1.483 0.108 3.272
H: -2.116 2.700 5.402
H: -0.910 3.883 3.498
H: -0.144 2.591 1.529
H: -1.618 -0.972 3.194

## Properties
Spin multiplicity: 1
Total charge: +3
LUMO (eV): -9.858
Orbital gap (eV): 6.1739


(3)
# C8H15ClNO3P

2 unconnected molecules or ions with the total composition C8H15ClNO3P (ωB97M-V with the def2-TZVPD basis set, the OMol25 dataset).

CARTESIAN COORDINATES (ANGSTROEM)
C: 1.085 -1.361 1.199
C: 1.063 1.719 -0.094
C: 2.050 2.359 0.812
C: 0.998 2.229 -1.542
C: -2.515 -0.429 -1.212
C: -2.988 -1.304 1.256
C: -0.833 -1.769 0.029
C: -1.968 -0.729 0.280
N: 2.130 -0.969 1.398
O: 4.331 -2.290 0.420
O: 0.414 0.767 0.204
O: 0.030 -2.027 1.188
P: 4.015 -0.898 0.432
Cl: 3.082 -0.474 -1.417
H: 3.044 2.534 0.416
H: 1.915 1.806 1.815
H: 1.691 3.437 0.995
H: 0.986 3.305 -1.697
H: 0.187 1.796 -2.122
H: 1.833 1.705 -1.978
H: -1.670 0.017 -1.817
H: -3.316 0.324 -1.077
H: -2.951 -1.298 -1.696
H: -2.504 -1.712 2.231
H: -3.548 -2.261 0.801
H: -3.644 -0.471 1.636
H: -1.378 -2.695 -0.249
H: -0.190 -1.437 -0.830
H: -1.348 0.125 0.618

## Properties
Spin multiplicity: 1
LUMO (eV): 0.586
Orbital gap (eV): 9.7306